Here is a cluster of 8 separate species, C28H66ClF3NO24S7 in total in a non-equilibrium geometry from the Open Molecules 2025 dataset. Energies are from the ωB97M-V functional and the def2-TZVPD basis.

Last column: Mulliken charge in e.
CARTESIAN COORDINATES (ANGSTROEM)
C 7.034 -1.867 -6.382  -0.54
O 6.396 -0.600 -6.467  -0.42
C 5.096 -0.669 -5.831  -0.79
C 3.904 -0.266 -6.768  2.06
C 2.807 -1.376 -6.993  -1.22
C 3.316 -2.854 -7.033  -0.76
C 3.174 -3.600 -5.683  0.86
F 2.312 -4.664 -5.732  -0.30
F 2.797 -2.801 -4.660  -0.18
F 4.406 -4.118 -5.329  -0.32
N 4.347 0.353 -8.039  -0.47
Cl 4.871 -0.839 -9.196  -0.15
C 3.143 0.909 -6.010  -0.55
O 2.733 0.662 -4.850  -0.59
O 2.990 2.046 -6.516  -0.78
H 6.382 -2.705 -6.719  0.18
H 7.939 -1.852 -7.036  0.26
H 7.399 -2.086 -5.343  0.27
H 5.142 0.057 -4.982  0.22
H 5.009 -1.672 -5.363  0.28
H 2.324 -1.159 -7.979  0.40
H 2.004 -1.227 -6.236  0.47
H 2.681 -3.403 -7.773  0.39
H 4.348 -2.924 -7.441  0.26
H 3.544 0.806 -8.486  0.45
O 2.000 0.001 -0.088  -0.61
S 2.226 -1.299 -0.658  1.26
O 1.242 -2.338 -0.562  -0.65
O 3.629 -1.864 -0.113  -0.27
C 3.821 -1.957 1.305  -0.42
C 3.038 -3.105 1.914  -0.79
C 2.688 -1.118 -2.347  -1.19
H 3.567 -1.008 1.784  0.30
H 4.887 -2.125 1.466  0.29
H 1.964 -2.941 1.825  0.32
H 3.273 -3.215 2.973  0.27
H 3.266 -4.041 1.399  0.26
H 3.459 -0.355 -2.426  0.35
H 1.802 -0.813 -2.901  0.36
H 3.045 -2.072 -2.715  0.51
O 1.797 4.657 2.656  -0.69
S 0.957 5.122 1.591  1.29
O -0.359 4.590 1.382  -0.62
O 1.769 5.048 0.220  -0.25
C 2.327 3.780 -0.186  -0.49
C 1.268 2.819 -0.684  -0.61
C 0.831 6.880 1.685  -0.95
H 2.903 3.343 0.633  0.34
H 3.026 3.992 -0.995  0.28
H 0.584 2.534 0.116  0.34
H 1.724 1.913 -1.070  0.12
H 0.670 3.282 -1.472  0.25
H 1.826 7.301 1.809  0.32
H 0.209 7.117 2.547  0.35
H 0.360 7.247 0.775  0.31
O -3.171 6.440 6.209  -0.67
S -4.096 5.490 5.663  1.17
O -4.469 4.309 6.385  -0.50
O -3.610 5.073 4.200  -0.29
C -2.282 4.536 4.043  -0.12
C -2.184 3.114 4.562  -1.06
C -5.571 6.329 5.180  -1.00
H -1.549 5.185 4.527  0.26
H -2.062 4.539 2.977  0.16
H -2.338 3.076 5.642  0.33
H -1.200 2.694 4.348  0.38
H -2.949 2.485 4.104  0.29
H -5.305 7.211 4.603  0.35
H -6.096 6.617 6.090  0.37
H -6.187 5.649 4.596  0.33
O 2.576 -3.734 5.310  -0.61
S 1.406 -3.840 6.129  1.21
O 0.284 -2.971 5.948  -0.61
O 1.848 -3.801 7.671  -0.28
C 2.613 -2.677 8.130  -0.31
C 1.764 -1.426 8.264  -0.99
C 0.828 -5.507 6.100  -0.97
H 3.468 -2.506 7.471  0.31
H 3.010 -2.948 9.109  0.27
H 1.400 -1.091 7.293  0.30
H 2.344 -0.613 8.704  0.38
H 0.890 -1.621 8.888  0.26
H 1.667 -6.177 6.271  0.31
H 0.396 -5.684 5.116  0.38
H 0.066 -5.628 6.868  0.33
O -9.473 1.016 6.889  -0.64
S -9.298 2.208 7.664  1.19
O -9.025 3.471 7.045  -0.59
O -8.199 1.936 8.794  -0.25
C -6.896 1.477 8.389  -0.48
C -6.074 2.582 7.754  -0.86
C -10.682 2.407 8.741  -0.94
H -6.989 0.619 7.719  0.33
H -6.393 1.128 9.292  0.28
H -6.516 2.913 6.816  0.32
H -5.062 2.239 7.543  0.40
H -6.025 3.451 8.412  0.26
H -10.879 1.463 9.244  0.32
H -11.534 2.695 8.128  0.37
H -10.458 3.194 9.459  0.31
O -3.344 3.206 -5.929  -0.65
S -2.516 4.052 -6.738  1.20
O -1.787 3.539 -7.857  -0.59
O -1.518 4.863 -5.791  -0.28
C -0.650 4.124 -4.902  -0.41
C 0.494 3.452 -5.637  -0.75
C -3.467 5.435 -7.286  -0.94
H -1.230 3.399 -4.327  0.35
H -0.244 4.848 -4.194  0.21
H 0.133 2.678 -6.313  0.30
H 1.185 2.985 -4.935  0.33
H 1.040 4.177 -6.243  0.24
H -4.003 5.857 -6.439  0.31
H -4.170 5.072 -8.034  0.36
H -2.798 6.168 -7.731  0.30
O -1.774 -8.402 -3.816  -0.64
S -0.526 -9.065 -3.582  1.21
O -0.031 -9.283 -2.255  -0.61
O 0.612 -8.355 -4.451  -0.30
C 0.828 -6.940 -4.281  -0.15
C 1.530 -6.628 -2.973  -0.90
C -0.524 -10.611 -4.434  -0.93
H -0.117 -6.398 -4.361  0.30
H 1.456 -6.617 -5.108  0.12
H 0.903 -6.883 -2.118  0.38
H 1.768 -5.565 -2.909  0.25
H 2.451 -7.207 -2.884  0.30
H -0.866 -10.454 -5.455  0.31
H -1.204 -11.276 -3.905  0.37
H 0.484 -11.020 -4.418  0.31

Properties
- HOMO (eV) = -5.37
- E_LUMO (eV) = 1.63
- largest force on an atom (Eh/bohr) = 0.04409
- total charge = -1
- frontier orbital gap (eV) = 6.998

***

Here is a cluster of 7 separate species, C28H67BN9O9 in total in a non-equilibrium geometry from the Open Molecules 2025 dataset. Energies are from the ωB97M-V functional and the def2-TZVPD basis.

Last column: Mulliken charge in e.
CARTESIAN COORDINATES (ANGSTROEM)
C 7.453 2.780 2.813  -0.55
O 6.498 3.822 2.869  -0.40
C 5.174 3.333 2.987  -0.48
C 4.233 4.059 2.036  -0.68
C 3.503 5.275 2.608  -1.04
C 2.695 5.022 3.876  -1.01
C 1.271 4.487 3.598  -0.28
C 0.966 3.226 4.419  -1.06
C -0.019 2.273 3.728  -1.01
N -1.135 2.995 3.016  0.32
B -2.087 1.986 2.467  0.72
O -1.680 0.714 2.186  -0.49
O -3.418 2.322 2.285  -0.65
C -3.642 3.133 1.096  -0.85
C -1.892 3.769 3.894  -0.25
N -2.345 3.307 5.061  -0.11
N -2.230 5.028 3.513  -0.27
H 7.272 2.123 1.963  0.22
H 8.415 3.258 2.646  0.25
H 7.516 2.230 3.753  0.31
H 4.868 3.382 4.035  0.31
H 5.168 2.275 2.719  0.37
H 3.554 3.337 1.585  0.41
H 4.859 4.419 1.222  0.38
H 4.194 6.104 2.726  0.47
H 2.792 5.605 1.848  0.34
H 2.593 5.976 4.390  0.43
H 3.185 4.363 4.583  0.59
H 1.094 4.315 2.540  0.64
H 0.559 5.241 3.934  -0.08
H 0.589 3.493 5.406  0.19
H 1.863 2.638 4.589  0.71
H -0.391 1.544 4.451  0.49
H 0.542 1.706 2.999  0.70
H -1.777 0.209 3.018  0.25
H -4.565 3.675 1.258  0.24
H -2.843 3.867 1.006  0.36
H -3.697 2.499 0.221  0.32
H -1.968 2.420 5.390  0.31
H -2.435 3.991 5.803  0.31
H -1.524 5.716 3.323  0.21
H -3.194 5.295 3.423  0.25
C -4.514 -1.515 5.915  -1.57
C -4.009 -0.455 4.975  0.98
O -2.803 -0.190 4.882  -0.69
N -4.899 0.213 4.224  0.02
C -6.344 0.062 4.172  -1.04
H -3.668 -1.950 6.438  0.32
H -5.196 -1.084 6.648  0.40
H -5.026 -2.303 5.363  0.41
H -4.461 0.903 3.634  0.18
H -6.648 -0.204 3.160  0.31
H -6.821 1.004 4.442  0.31
H -6.679 -0.711 4.855  0.42
C 0.357 -3.183 -1.099  -1.05
C -0.516 -3.903 -0.105  0.61
O -0.348 -5.076 0.190  -0.67
N -1.526 -3.189 0.463  -0.01
C -1.884 -1.799 0.231  -0.54
H 1.109 -3.877 -1.465  0.39
H -0.239 -2.829 -1.944  0.15
H 0.860 -2.338 -0.624  0.39
H -2.074 -3.719 1.120  0.27
H -1.831 -1.252 1.169  0.12
H -2.911 -1.754 -0.141  0.24
H -1.224 -1.338 -0.496  0.28
C -0.677 -2.054 -6.298  -1.40
C -0.154 -2.056 -4.885  0.93
O -0.894 -1.969 -3.910  -0.67
N 1.189 -2.160 -4.714  -0.08
C 2.215 -2.273 -5.735  -0.89
H -1.756 -1.966 -6.278  0.20
H -0.276 -1.211 -6.858  0.43
H -0.411 -2.985 -6.800  0.37
H 1.476 -2.157 -3.749  0.16
H 2.770 -3.203 -5.600  0.30
H 2.914 -1.439 -5.651  0.29
H 1.778 -2.266 -6.726  0.34
C -4.182 -8.917 -1.297  -1.15
C -4.974 -7.656 -1.553  0.71
O -6.151 -7.684 -1.871  -0.66
N -4.323 -6.471 -1.414  -0.11
C -2.936 -6.235 -1.042  -0.61
H -4.836 -9.770 -1.447  0.30
H -3.343 -8.992 -1.989  0.32
H -3.808 -8.936 -0.273  0.34
H -4.907 -5.673 -1.600  0.19
H -2.897 -5.634 -0.136  0.12
H -2.435 -5.688 -1.843  0.19
H -2.407 -7.164 -0.867  0.30
C -2.990 1.803 -9.090  -1.34
C -3.149 0.494 -8.355  0.80
O -2.283 -0.366 -8.370  -0.62
N -4.304 0.298 -7.666  -0.15
C -5.437 1.195 -7.536  -0.85
H -2.025 1.805 -9.586  0.29
H -3.771 1.919 -9.843  0.38
H -3.030 2.643 -8.396  0.37
H -4.348 -0.594 -7.201  0.22
H -5.602 1.433 -6.484  0.28
H -6.336 0.715 -7.925  0.29
H -5.268 2.116 -8.082  0.32
C 7.696 -1.048 -0.929  -1.36
C 8.233 0.216 -0.300  0.84
O 7.500 1.139 0.026  -0.69
N 9.572 0.298 -0.106  -0.15
C 10.592 -0.686 -0.426  -0.86
H 6.618 -0.957 -1.016  0.27
H 8.117 -1.191 -1.924  0.38
H 7.927 -1.914 -0.309  0.39
H 9.865 1.166 0.314  0.22
H 11.123 -0.975 0.482  0.29
H 11.311 -0.258 -1.126  0.30
H 10.152 -1.571 -0.871  0.32

Properties
- HOMO (eV) = -10.23
- E_LUMO (eV) = -3.88
- largest force on an atom (Eh/bohr) = 0.04128
- total charge = +1
- frontier orbital gap (eV) = 6.349